The following is a quantum chemistry calculation of an isolated molecule of C4H7NO2, from OMol25.

Structure (XYZ):
```
14
C4H7NO2, DFT the ωB97M-V functional and the def2-TZVPD basis
H 1.254 -1.206 -1.007
H 2.880 0.726 -0.802
C -0.411 -0.218 0.022
H -1.049 -1.422 -1.646
C 1.992 0.704 -0.170
O 1.958 -0.340 0.793
N -0.651 0.705 1.036
H -2.399 -0.413 -0.841
H 1.618 1.663 0.181
C 1.053 -0.412 -0.287
C -1.355 -0.676 -0.922
O -1.990 1.030 0.949
H -2.165 1.454 1.800
H -0.734 -0.972 0.834
```

Results
* E_HOMO (spin up / spin down): -8.2 / -8.0 eV
* max |F|: 1.7 eV Å⁻¹
* energy above the lowest of the compared OMol25 structures with the same formula, charge and spin: 690.7 kJ/mol
* E_tot: -9840.1209 eV

Results of the Löwdin charge analysis, in e, for atoms 1 through 4: 0.1467 0.1121 -0.4681 0.0621